[1]
This record from the Open Molecules 2025 dataset describes a 11-piece molecular cluster, C33H63F5O21 overall. The level of theory is ωB97M-V/def2-TZVPD.

ORCA input file:
```
! wB97M-V def2-TZVPD RIJCOSX def2/J DEFGRID3
* xyz 0 1
C -1.395 0.333 4.093
C -1.094 1.473 3.039
C -2.113 2.610 3.047
O 0.262 1.965 3.151
H -0.632 -0.423 4.001
H -2.438 -0.005 3.956
H -1.380 0.661 5.138
H -1.206 1.097 2.011
H -3.116 2.176 2.848
H -1.953 3.310 2.276
H -2.108 3.169 3.999
H 0.377 2.647 2.476
C -6.704 -2.406 1.845
C -6.099 -1.028 1.945
C -4.650 -0.960 1.579
O -6.818 0.011 1.257
H -7.783 -2.360 1.972
H -6.349 -3.107 2.616
H -6.569 -2.809 0.843
H -6.168 -0.675 2.956
H -4.163 -0.028 1.796
H -4.429 -1.138 0.501
H -4.037 -1.643 2.220
H -6.915 -0.238 0.295
C -0.658 -3.904 0.872
C -0.787 -2.877 2.030
C -1.588 -3.491 3.171
O 0.507 -2.764 2.470
H -0.072 -3.415 0.110
H -1.667 -4.133 0.471
H -0.149 -4.768 1.328
H -1.209 -1.855 1.728
H -2.564 -3.780 2.739
H -1.692 -2.822 4.017
H -1.062 -4.420 3.408
H 0.558 -2.159 3.233
C 6.515 5.014 0.042
C 5.160 5.465 0.648
C 4.174 4.286 0.597
O 5.256 6.022 1.957
H 6.257 4.551 -0.933
H 7.101 4.324 0.601
H 7.125 5.922 -0.066
H 4.750 6.323 0.043
H 3.213 4.514 0.986
H 4.595 3.386 1.097
H 3.862 4.075 -0.414
H 5.870 5.515 2.515
C -3.815 -3.539 -2.888
C -2.657 -3.534 -3.852
C -2.341 -2.140 -4.531
O -1.491 -3.922 -3.214
H -3.859 -4.490 -2.344
H -4.722 -3.475 -3.469
H -3.803 -2.739 -2.123
H -2.930 -4.265 -4.617
H -1.458 -2.197 -5.195
H -2.191 -1.372 -3.753
H -3.194 -1.914 -5.178
H -1.711 -3.904 -2.270
C 6.443 -1.194 0.822
C 5.328 -2.176 0.908
C 5.792 -3.658 0.840
O 4.555 -2.014 2.120
H 6.781 -1.020 -0.203
H 7.396 -1.608 1.201
H 6.210 -0.299 1.334
H 4.673 -1.976 0.097
H 6.486 -3.823 1.649
H 6.084 -3.806 -0.187
H 4.895 -4.262 1.062
H 3.867 -2.665 1.998
C -5.566 -0.050 -3.850
C -5.764 0.393 -2.459
O -6.019 -0.838 -1.782
C -6.494 -1.761 -2.644
O -7.022 -2.767 -2.361
O -6.226 -1.312 -3.904
F -6.908 1.069 -2.284
H -4.483 -0.084 -4.184
H -6.101 0.579 -4.565
H -4.936 0.826 -1.909
C 3.715 1.164 4.345
C 2.984 2.501 4.470
O 3.866 3.433 3.949
C 5.075 2.881 3.749
O 6.013 3.521 3.429
O 5.033 1.561 4.001
F 2.811 2.921 5.788
H 3.197 0.545 3.615
H 3.713 0.608 5.262
H 2.002 2.612 4.048
C -1.077 3.973 -2.833
C -2.305 4.073 -1.879
O -1.766 3.821 -0.614
C -0.620 3.135 -0.796
O 0.022 2.661 0.087
O -0.228 3.045 -2.069
F -3.267 3.167 -2.152
H -0.595 4.933 -2.797
H -1.301 3.495 -3.789
H -2.684 5.090 -1.977
C 1.799 -1.989 -5.698
C 2.502 -1.560 -4.338
O 2.515 -0.184 -4.341
C 2.033 0.263 -5.522
O 1.927 1.396 -5.845
O 1.713 -0.749 -6.344
F 3.753 -2.148 -4.368
H 0.833 -2.504 -5.575
H 2.477 -2.696 -6.160
H 2.011 -1.852 -3.443
C 1.643 0.347 0.627
C 2.039 0.254 -0.836
O 0.918 0.016 -1.624
C -0.101 -0.192 -0.707
O -1.276 -0.227 -0.964
O 0.335 -0.274 0.517
F 2.935 -0.809 -0.907
H 1.592 1.354 1.057
H 2.295 -0.336 1.143
H 2.638 1.043 -1.288
*
```

The energy is -3374.57732 Eh. As for the HOMO energy: -9.7401 eV. The maximum force is 3.0 eV/A. The SMILES is O=C1OC[C@@H](F)O1.O=C1OC[C@@H](F)O1.O=C1OC[C@@H](F)O1.O=C1OC[C@@H](F)O1.O=C1OC[C@@H](F)O1.CC(C)O.CC(C)O.CC(C)O.CC(C)O.CC(C)O.CC(C)O.

Atomic partial charges in e from the Mulliken method, atoms 1 to 4: C -1.145; C 1.340; C -1.537; O -0.501

---

[2]
This record from the Open Molecules 2025 dataset describes a 9-piece molecular cluster, C33H63IN3O27P overall. The level of theory is ωB97M-V/def2-TZVPD.

ORCA input file:
```
! wB97M-V def2-TZVPD RIJCOSX def2/J DEFGRID3
* xyz 0 1
C -2.741 0.603 0.878
C -3.916 0.596 -0.241
C -5.229 -0.247 0.171
N -3.785 1.213 -1.426
C -2.841 0.409 -2.297
C -3.251 -1.099 -2.659
O -3.704 -2.020 -1.950
N -2.964 -1.306 -4.112
C -1.842 -0.366 -4.376
C -0.380 -0.676 -3.805
C 0.130 -2.177 -3.987
O 1.190 -2.485 -3.374
I -0.767 -3.725 -5.206
P -1.443 0.084 -6.202
O -0.255 -0.700 -6.783
C -2.479 1.020 -3.773
N -3.754 1.520 -4.362
H -1.713 0.454 0.408
H -2.839 1.540 1.517
H -2.911 -0.298 1.578
H -4.854 -1.114 0.835
H -5.948 0.358 0.819
H -5.710 -0.730 -0.739
H -1.842 0.594 -1.737
H -3.778 -1.056 -4.707
H -0.236 -0.413 -2.697
H 0.372 -0.006 -4.373
H -2.655 -0.220 -6.930
H -1.243 1.520 -6.209
H -1.744 1.896 -3.803
H -3.861 1.291 -5.360
H -4.589 1.136 -3.901
C 0.144 -1.798 1.702
O 0.251 -0.499 2.286
C 1.176 -0.402 3.256
O 1.888 -1.293 3.648
O 1.169 0.861 3.712
C 2.111 1.114 4.755
H -0.630 -1.757 0.935
H 1.085 -2.086 1.227
H -0.151 -2.535 2.451
H 3.131 0.944 4.403
H 1.895 0.495 5.628
H 2.017 2.161 5.044
C -2.656 8.307 -4.742
O -3.479 7.531 -3.874
C -3.006 6.299 -3.622
O -1.983 5.829 -4.060
O -3.868 5.682 -2.801
C -3.487 4.351 -2.446
H -3.134 9.278 -4.874
H -1.670 8.465 -4.300
H -2.569 7.829 -5.720
H -2.534 4.356 -1.913
H -3.431 3.714 -3.331
H -4.252 3.949 -1.781
C -1.031 -1.798 5.021
O -2.180 -1.680 5.858
C -3.292 -2.227 5.343
O -3.381 -2.782 4.275
O -4.290 -2.049 6.224
C -5.543 -2.585 5.805
H -0.193 -1.324 5.533
H -0.782 -2.848 4.853
H -1.192 -1.283 4.072
H -5.474 -3.666 5.667
H -5.882 -2.100 4.887
H -6.272 -2.383 6.591
C -5.169 -8.229 -5.838
O -3.894 -7.623 -6.040
C -3.034 -8.374 -6.749
O -3.257 -9.469 -7.203
O -1.884 -7.691 -6.863
C -0.868 -8.372 -7.599
H -5.778 -7.536 -5.256
H -5.667 -8.408 -6.794
H -5.070 -9.159 -5.274
H -1.193 -8.557 -8.625
H -0.596 -9.308 -7.106
H 0.012 -7.729 -7.627
C 7.095 0.728 4.456
O 7.487 2.097 4.355
C 6.694 2.948 5.024
O 5.720 2.649 5.673
O 7.171 4.189 4.846
C 6.420 5.206 5.508
H 7.805 0.135 3.880
H 7.129 0.393 5.495
H 6.098 0.581 4.035
H 6.427 5.049 6.589
H 5.396 5.237 5.129
H 6.896 6.163 5.295
C 7.109 2.120 8.585
O 7.212 3.421 9.164
C 8.137 3.521 10.133
O 8.850 2.631 10.527
O 8.129 4.785 10.587
C 9.070 5.038 11.628
H 6.335 2.156 7.817
H 8.051 1.833 8.112
H 6.815 1.385 9.337
H 10.090 4.867 11.277
H 8.854 4.420 12.502
H 8.975 6.086 11.915
C 3.629 -8.601 -10.900
O 4.026 -7.235 -11.006
C 3.233 -6.378 -10.341
O 2.257 -6.672 -9.695
O 3.716 -5.139 -10.523
C 2.965 -4.117 -9.868
H 4.338 -9.199 -11.473
H 3.659 -8.932 -9.860
H 2.633 -8.747 -11.323
H 2.969 -4.269 -8.787
H 1.943 -4.084 -10.250
H 3.444 -3.161 -10.083
C -4.926 6.426 4.355
O -3.980 5.664 3.607
C -3.108 4.974 4.361
O -3.073 4.956 5.566
O -2.283 4.307 3.537
C -1.295 3.524 4.207
H -5.576 6.939 3.645
H -5.541 5.772 4.978
H -4.419 7.176 4.965
H -1.766 2.755 4.823
H -0.644 4.159 4.812
H -0.687 3.032 3.447
*
```

As for the energy relative to the best compared isomer or geometry (same formula, charge and spin): 50.8 kcal/mol. The energy is -4129.88888 Eh. As for the HOMO energy: -8.3766 eV. The maximum force is 5.2 eV/A. The SMILES is CC(C)=N[C@H]1C(=O)N[C@@](CC(=O)I)([PH2]=O)[C@H]1N.COC(=O)OC.COC(=O)OC.COC(=O)OC.COC(=O)OC.COC(=O)OC.COC(=O)OC.COC(=O)OC.COC(=O)OC.

Atomic partial charges in e from the Mulliken method, atoms 1 to 4: C -0.423; C 0.449; C -1.078; N -0.185

---

[3]
This record from the Open Molecules 2025 dataset describes a 5-piece molecular cluster, C33H63N2O14 overall. The level of theory is ωB97M-V/def2-TZVPD.

ORCA input file:
```
! wB97M-V def2-TZVPD RIJCOSX def2/J DEFGRID3
* xyz 1 1
C 1.617 -0.562 4.456
C 0.304 -0.129 3.749
C -0.631 -1.357 3.652
N -1.487 -1.406 2.442
C -2.820 -1.341 2.622
C -3.700 -1.417 1.580
C -5.227 -1.393 1.666
C -5.834 -1.249 3.071
C -7.276 -0.708 2.911
N -7.785 -0.108 4.166
C -3.132 -1.564 0.281
C -4.054 -1.697 -0.930
C -4.282 -3.227 -1.164
C -5.753 -3.671 -1.348
O -6.715 -2.765 -0.803
C -1.753 -1.626 0.115
C -0.954 -1.553 1.225
C 0.556 -1.690 1.046
O 0.894 -2.079 -0.258
C 2.055 -1.396 -0.733
C 3.336 -1.972 -0.110
H 2.364 -0.868 3.716
H 1.449 -1.434 5.102
H 1.995 0.223 5.115
H 0.495 0.359 2.793
H -0.138 0.637 4.398
H -0.003 -2.255 3.700
H -1.286 -1.412 4.524
H -3.145 -1.229 3.651
H -5.584 -0.593 1.011
H -5.581 -2.333 1.235
H -5.243 -0.627 3.750
H -5.950 -2.256 3.496
H -7.264 0.056 2.125
H -7.927 -1.523 2.560
H -8.454 0.604 3.878
H -8.381 -0.810 4.600
H -3.481 -1.300 -1.777
H -4.957 -1.101 -0.829
H -3.754 -3.503 -2.083
H -3.817 -3.810 -0.362
H -5.867 -4.626 -0.813
H -6.004 -3.907 -2.389
H -7.307 -3.283 -0.249
H -1.345 -1.762 -0.879
H 0.862 -2.508 1.725
H 1.112 -0.795 1.338
H 2.112 -1.602 -1.808
H 1.998 -0.300 -0.652
H 3.455 -3.011 -0.435
H 4.227 -1.440 -0.465
H 3.317 -1.927 0.985
C 10.598 -1.399 0.111
C 9.597 -2.427 -0.374
O 8.304 -1.838 -0.588
C 8.168 -1.157 -1.725
O 9.007 -1.011 -2.572
O 6.932 -0.645 -1.755
C 6.671 0.183 -2.887
H 10.217 -0.882 0.993
H 11.545 -1.876 0.361
H 10.783 -0.643 -0.652
H 9.457 -3.193 0.387
H 9.942 -2.926 -1.279
H 6.913 -0.333 -3.814
H 7.232 1.114 -2.811
H 5.608 0.416 -2.884
C -0.756 4.492 9.273
C -0.045 3.547 8.329
O -0.837 2.376 8.066
C -1.816 2.534 7.180
O -2.080 3.541 6.577
O -2.475 1.372 7.079
C -3.610 1.421 6.216
H -1.054 3.970 10.182
H -0.107 5.326 9.540
H -1.661 4.893 8.818
H 0.876 3.190 8.787
H 0.226 4.040 7.395
H -3.352 1.816 5.233
H -4.398 2.019 6.668
H -3.970 0.402 6.085
C -3.744 1.823 -6.560
C -2.362 1.208 -6.495
O -1.501 1.948 -5.614
C -1.666 1.721 -4.319
O -2.447 0.952 -3.819
O -0.817 2.510 -3.652
C -0.935 2.435 -2.232
H -3.679 2.880 -6.820
H -4.356 1.312 -7.302
H -4.248 1.759 -5.595
H -1.894 1.247 -7.477
H -2.401 0.160 -6.196
H -0.878 1.404 -1.886
H -1.869 2.894 -1.909
H -0.103 2.995 -1.811
C 4.734 0.627 -8.257
C 4.895 0.623 -6.752
O 4.452 1.858 -6.172
C 3.136 1.981 -6.018
O 2.310 1.144 -6.286
O 2.887 3.186 -5.507
C 1.492 3.448 -5.326
H 5.226 1.499 -8.691
H 5.164 -0.276 -8.691
H 3.682 0.678 -8.538
H 5.950 0.532 -6.496
H 4.375 -0.219 -6.294
H 1.028 2.660 -4.751
H 1.000 3.558 -6.292
H 1.399 4.382 -4.777
*
```

As for the energy relative to the best compared isomer or geometry (same formula, charge and spin): 0.0 kcal/mol. The energy is -2457.88177 Eh. As for the HOMO energy: -11.9708 eV. The maximum force is 1.7 eV/A.

Atomic partial charges in e from the Mulliken method, atoms 1 to 4: C -1.161; C -0.170; C -1.400; N 0.137

---

[4]
This record from the Open Molecules 2025 dataset describes a 8-piece molecular cluster, C33H65N3O21 overall. The level of theory is ωB97M-V/def2-TZVPD.

ORCA input file:
```
! wB97M-V def2-TZVPD RIJCOSX def2/J DEFGRID3
* xyz 0 1
C 8.231 2.621 4.478
C 9.614 2.438 3.889
O 9.753 0.987 3.869
C 8.580 0.353 4.223
O 8.370 -0.813 4.398
O 7.722 1.358 4.739
H 7.644 3.331 3.896
H 8.420 3.217 5.371
H 10.328 2.956 4.529
H 9.788 2.805 2.878
C 7.709 -8.688 6.252
C 6.588 -7.811 5.675
O 5.946 -8.662 4.744
C 6.639 -9.800 4.723
O 6.359 -10.830 4.128
O 7.710 -9.809 5.496
H 7.493 -8.718 7.320
H 8.702 -8.245 6.185
H 7.073 -7.009 5.119
H 5.968 -7.417 6.480
C 8.661 -3.629 -3.528
C 8.900 -2.257 -4.037
O 10.380 -2.270 -4.061
C 10.820 -3.451 -4.325
O 11.967 -3.633 -4.713
O 9.787 -4.312 -4.143
H 7.698 -3.930 -3.942
H 8.719 -3.851 -2.462
H 8.500 -1.491 -3.373
H 8.581 -1.909 -5.020
C -2.460 -4.442 -3.076
C -0.975 -4.847 -3.256
O -1.155 -5.616 -4.429
C -2.133 -4.965 -5.149
O -2.332 -5.008 -6.293
O -2.781 -4.149 -4.358
H -2.377 -3.566 -2.433
H -3.066 -5.153 -2.516
H -0.667 -5.478 -2.423
H -0.215 -4.074 -3.370
C 11.035 5.146 -4.484
C 10.204 4.704 -5.655
O 8.995 4.126 -5.035
C 9.050 4.304 -3.725
O 8.379 3.695 -2.803
O 10.258 4.914 -3.393
H 11.321 6.192 -4.598
H 11.893 4.482 -4.373
H 10.801 3.889 -6.065
H 10.262 5.583 -6.297
C -1.519 2.712 -1.457
O -0.212 2.964 -2.032
C 0.848 1.989 -2.068
C 1.355 1.400 -0.731
N 2.579 0.579 -1.070
C 3.293 0.307 0.165
C 2.798 -0.993 0.673
O 1.583 -1.017 1.422
C 1.182 -2.119 2.155
H -1.950 1.824 -1.920
H -2.174 3.564 -1.636
H -1.388 2.565 -0.385
H 1.636 2.644 -2.439
H 0.581 1.360 -2.917
H 0.555 0.904 -0.181
H 1.569 2.205 -0.029
H 3.184 1.191 -1.598
H 3.204 1.078 0.931
H 4.348 0.086 0.008
H 3.633 -1.357 1.273
H 2.879 -1.716 -0.139
H 0.159 -1.971 2.502
H 1.810 -2.260 3.035
H 1.268 -2.979 1.490
C -15.925 0.655 -6.500
O -14.742 1.191 -5.962
C -14.625 2.536 -6.252
C -13.223 2.979 -6.029
N -12.803 3.361 -4.700
C -11.505 4.098 -4.831
C -10.326 3.140 -5.017
O -10.356 2.403 -3.814
C -10.216 1.014 -4.028
H -16.015 0.527 -7.578
H -16.902 1.084 -6.278
H -15.998 -0.416 -6.310
H -15.409 3.121 -5.771
H -14.812 2.633 -7.321
H -13.165 3.932 -6.555
H -12.486 2.305 -6.465
H -12.580 2.576 -4.104
H -11.277 4.653 -3.921
H -11.382 4.956 -5.492
H -9.377 3.677 -5.010
H -10.453 2.567 -5.936
H -10.164 0.603 -3.020
H -9.351 0.687 -4.605
H -11.077 0.510 -4.467
C 0.514 3.768 5.260
O -0.695 3.186 4.970
C -1.144 2.298 5.946
C -2.671 2.362 5.871
N -3.249 1.299 6.660
C -4.710 1.330 6.680
C -4.871 0.145 7.638
O -4.233 -1.024 7.293
C -3.578 -1.803 8.397
H 0.726 4.348 4.362
H 1.388 3.170 5.520
H 0.346 4.430 6.110
H -0.882 2.798 6.878
H -0.676 1.318 5.853
H -2.966 2.128 4.848
H -2.951 3.354 6.227
H -2.998 0.354 6.410
H -5.004 0.989 5.688
H -5.148 2.272 7.009
H -5.934 -0.083 7.563
H -4.663 0.366 8.685
H -3.425 -2.815 8.022
H -4.242 -1.923 9.253
H -2.674 -1.280 8.709
*
```

The energy is -3040.31976 Eh. As for the HOMO energy: -8.4504 eV. The maximum force is 6.7 eV/A. The SMILES is COCCNCCOC.COCCNCCOC.COCCNCCOC.O=C1OCCO1.O=C1OCCO1.O=C1OCCO1.O=C1OCCO1.O=C1OCCO1.

Atomic partial charges in e from the Mulliken method, atoms 1 to 4: C -0.214; C -0.260; O -0.344; C 0.631